1.
The following is a DFT calculation (wB97M-V/def2-TZVPD) of a molecular structure, C15H22AuBN6Se2Te2.

Computed properties:
Multiplicity: 3
Lowest unoccupied orbital energy (alpha / beta) (eV): -0.539 / -2.353
Expectation value of S²: 2.02

Geometry as XYZ:
```
49
Properties=species:S:1:pos:R:3:forces:R:3
Au 0.10548 0.43230 -0.14896 0.08 0.19 -0.25
Te 0.46693 4.53286 0.78265 -0.03 0.01 0.01
Te 2.81609 3.46375 -0.02923 0.05 0.01 0.02
Se 1.97767 1.59979 -1.38008 -0.15 -0.13 0.01
Se -0.88628 2.55914 1.03441 -0.02 -0.13 -0.02
N -1.71913 -1.82028 0.95594 0.12 0.14 -0.08
N 0.60854 -1.59165 -1.00886 -0.13 -0.20 0.23
N 0.50561 -1.86444 2.21991 -0.01 0.06 -0.16
N -1.80315 -0.61929 0.32057 0.10 -0.25 0.10
N 0.90722 -0.58107 2.03798 -0.12 -0.16 0.18
N 0.36767 -2.66963 -0.20909 -0.05 0.23 0.01
C 1.59858 -0.23866 3.11145 0.10 0.05 -0.03
C -3.54315 0.89438 -0.55998 -0.03 -0.03 0.02
C 1.23669 -3.43372 -2.08748 0.00 -0.01 -0.06
C -3.08928 -0.33382 0.15955 -0.01 0.21 -0.03
C 0.74494 -3.79229 -0.84948 -0.04 -0.04 0.18
C 2.17574 1.13221 3.24508 0.02 -0.02 0.04
C -2.96016 -2.27627 1.20937 0.13 -0.11 0.09
C -3.22438 -3.57590 1.89584 -0.08 0.01 0.00
C -3.86369 -1.35095 0.72755 -0.04 0.01 -0.08
C 1.67137 -1.32420 4.00506 -0.02 0.09 0.05
C 0.68380 -3.72210 3.89178 0.04 0.02 0.05
C 1.12017 -2.04171 -2.14655 0.08 0.19 -0.11
C 0.61943 -5.15466 -0.25011 0.04 -0.04 -0.07
C 1.48245 -1.13213 -3.27427 0.01 -0.08 -0.03
C 0.95725 -2.33659 3.40271 -0.04 -0.06 -0.06
B -0.36152 -2.55823 1.16329 -0.02 -0.15 0.06
H -0.60443 -3.67004 1.54142 0.01 0.11 -0.05
H 0.78038 -0.30194 -3.35602 -0.01 -0.01 0.04
H -4.29755 -3.69554 2.03609 0.01 0.00 0.00
H 1.62122 -4.09049 -2.85006 -0.02 0.01 0.01
H 1.07845 -4.47790 3.21162 0.00 0.01 -0.02
H 1.03989 -5.88764 -0.93694 0.00 0.00 0.00
H -2.74756 1.29169 -1.18922 0.02 -0.02 0.01
H -2.74458 -3.61822 2.87367 0.01 0.02 0.00
H 1.46468 -1.68574 -4.21260 0.00 0.02 0.00
H -0.42083 -5.42081 -0.06196 -0.01 0.03 -0.01
H 1.90026 1.74248 2.38563 -0.02 -0.04 0.00
H 1.15689 -3.86237 4.86254 0.00 0.01 -0.01
H -4.39890 0.65762 -1.19258 0.01 0.01 0.00
H -3.84714 1.67999 0.13288 0.00 -0.01 0.02
H 3.26515 1.09983 3.30188 0.00 -0.01 0.00
H -4.93857 -1.41380 0.76237 0.01 0.00 -0.01
H -0.38462 -3.90911 4.00686 0.00 0.02 -0.02
H -2.85939 -4.42230 1.31381 0.01 0.02 -0.02
H 1.80968 1.62675 4.14682 0.00 -0.01 0.00
H 2.16881 -1.36219 4.96079 -0.02 0.01 -0.02
H 2.48398 -0.71835 -3.14967 0.00 -0.01 0.02
H 1.15385 -5.22806 0.69709 0.01 0.02 0.00
```
Forces are in eV/Å.

Löwdin population analysis, charges in e, atoms 1 to 4: 0.4766 0.2738 0.2058 -0.1176

=====

2.
The following is a DFT calculation (wB97M-V/def2-TZVPD) of 2 unconnected molecules or ions with the total composition C4H8.

Computed properties:
Multiplicity: 1
Lowest unoccupied orbital energy (eV): 1.187

Geometry as XYZ:
```
12
Properties=species:S:1:pos:R:3:forces:R:3
C -0.68174 -2.68813 -1.03751 3.91 0.92 0.01
C -1.16434 -1.64595 -0.39489 -0.95 0.43 1.10
C 1.28680 2.66628 0.72613 2.92 3.05 3.19
C 0.49544 1.69222 0.64883 -0.20 -3.28 4.16
H -1.09413 -3.64624 -0.88945 -0.71 -0.98 -0.64
H -2.21427 -1.91647 0.02948 1.90 1.64 -0.26
H -0.48461 -0.71376 -0.20701 -2.10 -1.63 -0.46
H 1.52162 3.31338 -0.04866 0.10 1.06 -1.59
H 0.34689 0.90442 1.40630 -0.14 0.83 -0.23
H 0.42476 -2.61492 -1.38282 -2.07 -0.43 0.23
H 0.13140 1.57840 -0.23391 -2.87 -1.44 -5.42
H 1.75140 2.94864 1.67073 0.20 -0.17 -0.09
```
Forces are in eV/Å.

Löwdin population analysis, charges in e, atoms 1 to 4: -0.1294 -0.1074 -0.0740 -0.0888

=====

What energy above the lowest of the compared OMol25 structures with the same formula, charge and spin values result from the calculations? In sequence: 0.000, 2.734 eV.